1.
{"formula": "C3H11NO4", "method": "ωB97M-V/def2-TZVPD", "smiles": "CC(=O)NCO.O.O", "charge": 0, "species": ["C", "C", "O", "N", "C", "O", "H", "H", "H", "H", "H", "H", "H", "O", "H", "H", "O", "H", "H"], "coordinates": [[-0.32983, 1.24191, -0.73308], [-0.38922, 0.09132, 0.26499], [0.43182, 0.16605, 1.18432], [-1.15011, -1.08552, 0.03272], [-1.65801, -1.23869, -1.30917], [-0.82230, -1.00032, -2.35422], [-1.25804, 1.71008, -0.79813], [-0.16182, 0.82791, -1.64430], [0.41796, 1.97524, -0.58793], [-0.80404, -1.91266, 0.50598], [-2.49930, -0.57749, -1.53637], [-2.02922, -2.29275, -1.19935], [0.17809, -1.35091, -2.14411], [1.48738, -2.20935, 2.31920], [1.48429, -1.26479, 2.21658], [2.14277, -2.42880, 1.52862], [1.65075, 3.74657, 0.39214], [1.30730, 2.85992, 0.41283], [1.55384, 3.86201, 1.34919]], "forces_ev_per_angstrom": [[-0.97, -0.93, 1.76], [2.28, -0.29, 1.06], [-1.14, -0.39, -0.26], [1.32, 3.07, -0.38], [-2.00, -1.92, 1.52], [5.08, -1.50, -0.61], [-1.74, 0.98, -0.15], [0.43, -0.97, -2.77], [0.53, 0.20, 0.70], [0.01, 0.27, 0.13], [-0.13, -0.11, 0.50], [-0.01, 0.62, -1.02], [-3.79, 1.00, -0.76], [2.46, -1.57, -2.78], [-0.56, 1.08, 0.12], [-2.01, 0.30, 2.60], [-0.11, 0.12, 1.02], [-0.02, -0.86, -0.63], [0.37, 0.89, -0.06]], "mulliken_charge": [-1.089, 0.623, -0.596, -0.220, -0.439, -0.554, 0.381, 0.408, 0.132, 0.323, 0.274, 0.361, 0.347, -0.641, 0.331, 0.318, -0.618, 0.333, 0.323]}

2.
{"formula": "C5H24NO9", "method": "ωB97M-V/def2-TZVPD", "charge": -1, "species": ["O", "C", "N", "C", "O", "C", "C", "C", "H", "H", "H", "H", "H", "H", "H", "H", "H", "H", "H", "H", "O", "H", "H", "O", "H", "H", "O", "H", "H", "O", "H", "H", "O", "H", "H", "O", "H", "H", "O"], "coordinates": [[0.61329, 0.19034, 3.31055], [0.83535, 0.22536, 2.13487], [1.59310, -0.70601, 1.36745], [2.50013, -1.69127, 1.84278], [2.02585, -2.97885, 2.11691], [0.44150, 1.42616, 1.33287], [1.32078, 2.07124, 0.24042], [2.76235, 2.18284, 0.48718], [1.13120, -0.79936, 0.45914], [3.29037, -1.86046, 1.12611], [2.95908, -1.35483, 2.84284], [-0.50118, 1.15580, 0.71576], [-0.02914, 2.12590, 2.06346], [0.77360, 3.00754, 0.11453], [1.02698, 1.47381, -0.64483], [3.39841, 1.25954, 0.36722], [3.14083, 2.76196, -0.36092], [3.15972, 2.48585, 1.55626], [0.28925, -0.26101, -2.21308], [-0.89976, 0.77960, -1.48659], [0.14686, 0.62230, -2.14291], [-0.21809, 1.95664, -3.45837], [-1.49557, 1.99793, -2.52377], [-0.99292, 2.35320, -3.39312], [-2.62376, 1.87040, -0.36879], [-2.32235, 1.42993, 0.91653], [-2.69236, 2.12916, 0.50926], [0.41733, -1.46273, -3.60479], [-0.69982, -2.30107, -3.09570], [0.01570, -2.25209, -3.70520], [1.39697, -3.43982, 1.50145], [-1.71863, -1.37517, 1.25686], [-1.94929, -2.09230, 1.80325], [-1.33350, -2.26533, 2.49749], [-2.26760, 0.69180, -2.25990], [-1.96215, 0.74020, -1.35997], [-2.41366, -2.32416, -1.23396], [-2.59928, -0.91960, -1.56971], [-2.72670, -1.83412, -1.93854]], "forces_ev_per_angstrom": [[0.27, -0.91, 1.17], [1.45, 0.34, -1.38], [-1.51, 0.54, 0.30], [0.45, 0.15, 1.06], [-1.58, -1.96, 0.54], [-2.99, 0.21, -0.63], [-2.42, -1.34, 0.79], [3.22, -0.42, 1.02], [0.99, -0.04, 0.02], [0.41, 0.63, -0.43], [-0.80, -0.25, -1.57], [1.34, -0.01, 0.98], [0.78, -0.27, -0.38], [0.63, 0.39, -0.24], [1.05, 0.52, -0.04], [-1.24, 0.20, -0.04], [0.45, 0.68, 0.64], [-1.15, 0.29, -2.09], [0.68, -3.98, -0.10], [1.23, -0.81, -1.04], [1.57, 3.00, 0.56], [5.25, -3.29, 0.27], [2.50, 1.61, -3.17], [-8.13, 3.32, 2.06], [0.12, -0.73, -2.93], [1.73, -3.52, 2.52], [-2.49, 4.99, 1.49], [1.87, 4.20, 0.45], [-1.14, 0.25, 0.71], [-0.90, -4.42, -1.32], [1.06, 1.44, 0.41], [0.87, 1.42, -0.56], [-1.71, -1.79, 0.09], [0.91, 0.44, 0.42], [-0.26, -0.38, -0.67], [-2.66, -0.12, 0.92], [0.84, -2.09, 2.27], [-0.04, -0.45, -0.52], [-0.64, 2.15, -1.61]], "mulliken_charge": [-0.604, 0.255, 0.151, -0.379, -0.555, 0.418, 0.024, -1.359, 0.120, 0.339, 0.248, -0.819, 0.483, 0.469, -0.123, 0.247, 0.404, 0.261, -0.154, 0.653, -0.809, 0.299, 0.387, -0.688, 0.416, 0.376, -0.680, 0.384, 0.347, -0.628, 0.305, 0.336, -0.648, 0.312, 0.272, -1.009, 0.301, 0.340, -0.693]}

3.
{"formula": "C3H9N3O2", "method": "ωB97M-V/def2-TZVPD", "smiles": "[O-]/[NH+]=N\\O.CC(C)=N", "charge": 0, "species": ["O", "N", "N", "O", "H", "H", "C", "C", "C", "N", "H", "H", "H", "H", "H", "H", "H"], "coordinates": [[-3.02381, -1.09525, -0.47243], [-2.17975, -0.67101, 0.37681], [-1.83949, 0.55927, 0.51139], [-2.75626, 1.41142, -0.03754], [-1.54404, -1.25762, 0.96933], [-3.02805, 0.90431, -0.85467], [1.46502, 1.24821, 0.01047], [1.07696, -0.18610, 0.35051], [1.56308, -1.11736, -0.74445], [0.36717, -0.63554, 1.30027], [1.16775, 1.36157, -1.01977], [0.95796, 1.93191, 0.66651], [2.58532, 1.27890, 0.17685], [1.10439, -0.81309, -1.66020], [1.39055, -2.12507, -0.68229], [2.69018, -0.96893, -0.86635], [0.00302, 0.17439, 1.97555]], "forces_ev_per_angstrom": [[0.50, 0.23, 1.27], [0.32, 1.33, -1.23], [-1.37, -0.46, 1.49], [0.68, -1.26, -1.70], [-0.26, -0.08, -0.85], [-0.52, 0.53, 0.68], [0.89, -1.47, 1.29], [0.02, -0.46, -0.57], [2.20, 2.35, 0.16], [-0.42, 1.99, 1.97], [0.28, 0.55, -0.35], [-0.12, 0.47, 0.15], [-1.22, 0.40, -0.54], [-0.21, 0.45, -0.81], [-0.60, -2.46, 0.90], [-1.41, -0.15, 0.03], [1.25, -1.95, -1.90]], "mulliken_charge": [-0.680, 0.472, -0.162, -0.368, 0.359, 0.369, -1.195, 1.101, -1.385, -0.892, 0.306, 0.360, 0.347, 0.351, 0.424, 0.304, 0.289]}

4.
{"formula": "H20NO8", "method": "ωB97M-V/def2-TZVPD", "charge": 1, "species": ["N", "H", "H", "H", "H", "H", "H", "O", "H", "H", "O", "H", "H", "O", "H", "H", "O", "H", "H", "O", "H", "H", "O", "H", "H", "O", "H", "H", "O"], "coordinates": [[-0.37143, -0.95614, -0.35773], [-0.88251, -0.70970, -1.21246], [0.61257, -0.75595, -0.55289], [-0.64280, -0.46130, 0.48668], [-0.52655, -1.94977, -0.23615], [1.61373, -3.15521, 1.32802], [2.31505, -2.88458, -0.02727], [1.50736, -2.72316, 0.47452], [-4.58454, 0.71312, 0.34535], [-4.19166, 1.24698, -0.94624], [-4.10605, 0.42094, -0.44805], [2.49611, -0.37867, -2.47483], [1.69680, 0.87275, -2.12056], [1.80617, -0.05593, -1.88337], [2.25153, 2.96232, 0.60059], [1.38903, 3.92262, 1.41762], [1.34318, 3.27238, 0.70958], [3.48478, 1.17076, 1.65664], [3.37657, 1.02944, 0.28035], [2.75135, 1.04152, 1.02799], [-3.00395, -1.06524, -2.62890], [-3.31891, -1.58381, -1.26601], [-2.58535, -1.21761, -1.77340], [-0.24391, -2.43067, 3.03186], [0.57346, -1.13437, 2.98822], [-0.02495, -1.68088, 2.46755], [-1.68270, 2.20614, -0.56054], [-0.20178, 2.47732, -0.02696], [-0.85061, 1.80670, -0.29962]], "forces_ev_per_angstrom": [[0.34, -0.10, -0.64], [-0.48, 0.45, 0.71], [0.10, -0.28, 0.25], [-0.35, 0.26, -0.23], [0.45, -0.16, 0.28], [0.07, 0.10, -0.09], [-0.05, -0.19, 0.19], [0.31, -0.13, -0.36], [0.11, -0.58, 0.09], [0.23, -0.36, -0.46], [-0.68, 1.17, 0.67], [-0.09, -0.06, 0.03], [-0.14, -0.02, 0.05], [0.32, 0.16, -0.17], [-0.37, -0.25, 0.15], [-0.14, 0.07, -0.07], [-0.01, 0.58, -0.08], [-0.81, -0.10, 0.83], [-0.91, -0.43, -0.63], [2.15, 0.11, -0.22], [0.23, 0.05, -0.08], [0.09, 0.24, 0.29], [-0.31, -0.57, -0.83], [-0.11, 0.14, 0.08], [-0.03, 0.00, 0.01], [-0.08, -0.06, 0.17], [0.19, 0.29, 0.12], [-0.24, 0.16, 0.04], [0.21, -0.53, -0.08]], "mulliken_charge": [-0.310, 0.406, 0.252, 0.293, 0.374, 0.283, 0.274, -0.536, 0.299, 0.297, -0.538, 0.275, 0.294, -0.613, 0.302, 0.292, -0.638, 0.309, 0.327, -0.629, 0.269, 0.280, -0.642, 0.293, 0.306, -0.581, 0.282, 0.332, -0.552]}

The evaluated DFT total energy for the records listed, in turn: -12968.3240, -25491.1044, -11817.5538, -18189.6235 eV.